No. 1
Computed, not measured: the molecule C2H4N4O in a non-equilibrium geometry, with ωB97M-V/def2-TZVPD.

Geometry (Å):
C -0.840 0.935 -0.834
C -0.216 -1.062 -0.045
H 1.540 1.417 0.156
H 0.829 0.975 1.751
H -1.031 1.987 -0.956
H 1.230 -2.023 0.788
N 1.129 0.704 0.837
N 0.043 0.296 0.031
N -1.667 0.076 -1.293
N 0.285 -2.136 0.400
O -1.302 -1.170 -0.835

DFT total energy	-10143.659	eV
frontier orbital gap	9.19	eV
F_max	0.0783	Eh/bohr
HOMO level	-8.77	eV



No. 2
Computed, not measured: the molecule C2H4N4O, with ωB97M-V/def2-TZVPD.

Geometry (Å):
N 2.216 0.531 0.220
C 1.134 -0.044 -0.313
N 0.771 -1.039 -0.970
N -1.153 -0.976 0.951
C -1.244 -0.106 0.042
O -2.396 0.410 -0.433
N -0.129 0.362 -0.715
H 2.975 -0.097 0.438
H 2.092 1.341 0.802
H -2.074 -1.328 1.194
H -2.192 0.946 -1.216

DFT total energy	-10144.005	eV
frontier orbital gap	10.11	eV
F_max	0.0131	Eh/bohr
HOMO level	-9.43	eV



No. 3
Computed, not measured: the molecule C2H4N4O2 in a non-equilibrium geometry, with ωB97M-V/def2-TZVPD.

Geometry (Å):
C 0.807 0.970 1.380
C 0.561 0.279 0.034
H -2.609 -0.457 -0.507
H -0.800 -1.679 -0.057
H 1.735 1.497 1.652
H 1.595 -0.686 -2.456
N -1.456 -0.821 -0.722
N -0.814 0.222 -0.164
N -0.250 0.875 2.178
N 1.494 -0.138 -0.741
O -1.158 0.275 1.391
O 0.894 -0.336 -1.989

DFT total energy	-12185.771	eV
frontier orbital gap	8.94	eV
F_max	0.0967	Eh/bohr
HOMO level	-8.86	eV



No. 4
Computed, not measured: the molecule C2H4N4O2 in a non-equilibrium geometry, with ωB97M-V/def2-TZVPD.

Geometry (Å):
C -1.462 -1.143 -0.085
C 0.315 0.217 -0.510
H 0.112 -0.809 2.759
H -0.737 0.731 1.994
H -1.732 -2.023 0.637
H 1.819 0.259 1.253
N 0.009 -0.158 1.684
N -0.103 -0.792 0.386
N -1.676 -0.472 -1.215
N 1.078 1.219 -0.216
O -0.630 0.228 -1.661
O 2.163 0.874 0.718

DFT total energy	-12185.814	eV
frontier orbital gap	9.32	eV
F_max	0.1277	Eh/bohr
HOMO level	-9.36	eV



No. 5
Computed, not measured: a structure of composition C2H4N4O2 in a non-equilibrium geometry, with ωB97M-V/def2-TZVPD.

Geometry (Å):
C -0.395 1.521 0.262
C 0.904 -0.263 0.395
H -0.666 -2.393 -0.638
H -0.806 -1.776 -2.405
H -1.011 3.250 1.257
H 2.054 -1.078 1.620
N -0.528 -1.504 -1.181
N -0.016 -0.513 -0.670
N -0.981 2.627 0.230
N 0.688 0.865 0.872
O -0.986 0.465 -0.502
O 1.742 -1.202 0.760

DFT total energy	-12188.527	eV
frontier orbital gap	8.69	eV
F_max	0.2237	Eh/bohr
HOMO level	-8.31	eV



No. 6
Computed, not measured: a cluster of 2 separate species, C2H4N4O4 in total in a non-equilibrium geometry, with ωB97M-V/def2-TZVPD.

Geometry (Å):
C 0.949 -0.969 -0.496
C -0.993 0.151 0.929
N 0.632 -2.126 -0.312
N -0.820 0.722 1.974
N 1.462 0.201 -0.592
N -1.710 0.131 -0.209
O 1.666 0.608 -1.904
O 1.853 1.080 0.254
O -3.107 0.037 -0.053
O -1.201 -0.402 -1.209
H -3.495 -0.577 -0.623
H 1.281 -2.878 -0.097
H 1.938 1.514 -1.831
H -0.681 1.676 2.272

DFT total energy	-16277.414	eV
frontier orbital gap (spin up / spin down)	7.80 / 7.81	eV
F_max	0.0780	Eh/bohr
HOMO level (spin up / spin down)	-8.18 / -8.19	eV



No. 7
Computed, not measured: a cluster of 2 separate species, C2H4N4OS in total in a non-equilibrium geometry, with ωB97M-V/def2-TZVPD.

Geometry (Å):
C -0.466 0.371 -0.553
C -0.325 -0.826 1.281
N 0.448 1.128 -0.528
N -0.967 -1.775 0.850
N 1.400 1.679 0.011
N -1.404 -0.185 -1.227
O 2.596 1.118 -0.447
S 0.418 0.125 2.238
H -1.418 -2.487 1.425
H -1.825 -0.990 -0.706
H -1.893 0.162 -2.138
H 3.437 1.679 -0.205

DFT total energy	-20976.506	eV
frontier orbital gap	8.57	eV
F_max	0.0759	Eh/bohr
HOMO level	-8.17	eV



No. 8
Computed, not measured: the molecule C2H4N4S in a non-equilibrium geometry, with ωB97M-V/def2-TZVPD.

Geometry (Å):
C 0.648 -0.649 -1.259
C 0.737 0.542 -0.360
N -0.364 -1.411 -1.225
N -1.119 -1.555 -0.254
N -0.399 0.627 0.291
N -0.434 1.180 1.475
S 2.091 1.554 -0.446
H 1.523 -0.806 -1.952
H -1.869 -2.215 -0.376
H -1.233 1.268 2.086
H 0.420 1.465 2.020

DFT total energy	-18929.554	eV
frontier orbital gap (spin up / spin down)	7.06 / 6.50	eV
F_max	0.0681	Eh/bohr
HOMO level (spin up / spin down)	-8.23 / -8.01	eV



No. 9
Computed, not measured: the molecule C2H4N6 in a non-equilibrium geometry, with ωB97M-V/def2-TZVPD.

Geometry (Å):
C 0.151 1.070 -0.459
C -0.270 -1.247 0.446
H 0.625 3.236 -0.421
H 0.422 2.473 -1.812
H -0.650 -1.985 2.132
H -0.203 -1.892 -1.421
N 0.027 2.391 -0.892
N 0.352 0.964 0.920
N 0.133 -0.139 1.335
N -0.626 -2.339 1.185
N 0.224 -1.125 -0.908
N -0.035 0.139 -1.412

DFT total energy	-11075.521	eV
frontier orbital gap	8.08	eV
F_max	0.1107	Eh/bohr
HOMO level	-8.95	eV



No. 10
Computed, not measured: a cluster of 2 separate species, C2H4N6 in total in a non-equilibrium geometry, with ωB97M-V/def2-TZVPD.

Geometry (Å):
C 0.581 0.594 -0.369
C -0.841 -1.083 0.252
H 2.171 -1.130 -0.523
H 1.666 0.371 -2.111
H 0.051 -1.706 -0.243
H -2.864 -0.626 0.972
N 1.281 -0.346 -1.349
N 0.934 1.829 -0.159
N 0.122 2.124 1.085
N -0.614 1.209 1.345
N -0.346 0.216 0.536
N -2.140 -1.454 0.565

DFT total energy	-11073.058	eV
frontier orbital gap	9.68	eV
F_max	0.1258	Eh/bohr
HOMO level	-10.45	eV



No. 11
Computed, not measured: the molecule C2H4N6O in a non-equilibrium geometry, with ωB97M-V/def2-TZVPD.

Geometry (Å):
C -0.413 0.030 -0.008
C 2.057 -0.852 -0.201
H -2.458 -1.210 0.329
H -3.440 0.141 0.182
H 3.054 -1.248 -0.401
H 1.367 2.576 0.283
N -2.637 -0.377 -0.204
N -1.585 0.515 -0.163
N -0.130 -1.348 0.186
N 1.048 -1.772 0.048
N 1.932 0.448 -0.115
N 0.717 0.866 0.028
O 0.487 2.231 0.037

DFT total energy	-13121.638	eV
frontier orbital gap	7.16	eV
F_max	0.0288	Eh/bohr
HOMO level	-7.95	eV



No. 12
Computed, not measured: a cluster of 2 separate species, C2H4N7O3 in total in a non-equilibrium geometry, with ωB97M-V/def2-TZVPD.

Geometry (Å):
C 0.769 1.008 2.548
C -0.470 0.095 -0.956
N 1.733 0.911 3.170
N 1.481 -0.494 0.097
N -0.083 -0.240 -2.317
N -0.210 0.850 1.758
N 0.515 0.375 -0.023
N -1.715 0.340 -0.703
N 1.040 -1.760 0.308
O -1.087 1.877 1.461
O -0.173 -2.005 0.078
O 1.965 -2.589 0.515
H 0.877 -0.202 -2.487
H -0.636 0.232 -2.982
H -2.254 0.295 -1.532
H -1.753 1.307 1.065

charge	-1
DFT total energy	-18705.176	eV
frontier orbital gap (spin up / spin down)	7.18 / 7.36	eV
F_max	0.0843	Eh/bohr
HOMO level (spin up / spin down)	-4.34 / -4.51	eV



Q: What is the formula in the fifth record?
A: C2H4N4O2